# C41H47N5O2S

2 unconnected molecules or ions with the total composition C41H47N5O2S in a non-equilibrium geometry (ωB97M-V/def2-TZVPD, OMol25).

Structure (XYZ):
```
96
Properties=species:S:1:pos:R:3:forces:R:3:mulliken_charge:R:1
S 7.27109 3.56716 0.99641 -0.7 -0.5 -0.2 -0.290
O 4.91503 -0.09817 -1.01588 -0.1 1.0 1.5 -0.586
O 2.91124 2.57488 2.27335 0.9 -0.1 -1.6 -0.608
N -1.46606 -3.42776 0.12326 0.5 0.2 0.0 0.988
N -2.34455 3.72103 1.15348 -0.4 0.5 0.5 0.051
N 4.60820 3.22916 0.84306 0.5 0.4 0.8 0.205
N -1.91487 -2.38997 -1.78340 0.2 0.2 -0.3 1.184
N 5.85412 1.30012 0.57793 0.4 -0.1 -0.9 0.138
C -1.18539 5.77677 0.49047 0.0 -0.1 0.2 -0.795
C -2.69348 -3.49003 2.80758 -0.4 0.2 0.2 -1.185
C -0.46293 -3.01809 -4.25118 0.6 -0.2 -0.3 -1.158
C -0.11119 -1.43683 -0.42562 -1.3 -1.4 -0.6 -1.836
C 4.74482 0.72735 -0.12179 0.4 -1.5 -1.1 -0.159
C -0.70035 -3.88938 1.24188 -0.3 -0.2 0.3 -0.344
C 1.24421 -4.33795 -0.32344 0.6 -0.1 -0.4 -1.188
C 3.44081 1.18887 0.35675 -1.0 -0.4 -0.1 0.346
C -2.23851 1.03325 2.23302 -0.3 -0.3 0.3 -0.286
C -0.50112 -4.38754 3.58998 0.2 -0.1 -0.3 -1.109
C -2.62048 -0.23875 -2.71905 0.5 -0.2 0.0 1.556
C -2.46074 1.08872 -6.27298 0.0 0.4 -0.2 -1.445
C -0.15018 3.50070 0.15101 -0.8 -0.7 0.2 0.548
C -1.28775 -3.93717 2.52477 0.6 0.0 -0.3 0.785
C 4.52887 4.60898 1.33781 0.1 0.0 0.0 -1.016
C -1.13711 1.63522 1.42677 0.7 0.5 -0.6 0.394
C -3.54534 3.11215 1.69470 0.1 -0.1 -0.1 -0.530
C 1.36286 -4.79204 2.11383 -0.4 0.3 0.2 -1.264
C 1.01575 1.37871 0.29687 -0.8 0.2 0.3 0.728
C -2.68731 0.62852 -3.80635 -0.2 -0.3 -0.4 -1.450
C -1.08748 -2.36692 -0.68402 1.1 1.5 0.5 0.048
C 5.87709 2.66741 0.77802 -0.1 0.4 0.3 0.102
C 0.86501 2.66285 -0.26731 0.4 -0.7 0.6 -1.221
C -1.24444 -1.74925 -4.06749 -0.2 0.2 0.1 1.116
C 2.23144 0.61339 0.04138 1.6 0.9 0.6 -1.382
C 0.02003 0.91208 1.17845 0.4 0.1 -0.2 -0.440
C 3.57360 2.35217 1.26858 -1.3 0.4 1.0 0.293
C -2.17799 0.26681 -5.05424 0.5 -0.1 0.2 0.575
C 7.16143 0.67509 0.37046 0.2 0.0 0.0 -1.038
C 0.81661 -4.82475 3.39603 -0.2 0.2 -0.1 0.565
C -1.23770 2.95950 0.90865 1.1 -0.4 -0.3 0.354
C -0.08415 4.95508 -0.18532 0.0 0.7 -0.5 -0.436
C -3.20416 2.08785 2.76937 0.1 0.1 0.2 -1.166
C 0.62052 -4.31682 1.03225 -0.3 -0.3 0.2 1.667
C -2.49923 -4.09568 -0.50808 -0.7 -0.8 -1.0 -0.448
C -1.89485 -1.43750 -2.85725 -0.4 0.0 -0.3 -1.199
C -1.37070 -0.87043 -5.14903 -0.4 -0.1 0.5 -1.079
C -2.50383 5.01618 0.51018 0.1 -0.5 -0.2 -0.670
C -3.31103 0.15325 -1.44308 -0.3 0.4 0.3 -1.017
C 1.67032 -5.29400 4.53624 0.2 -0.1 0.4 -1.484
C -2.74915 -3.49266 -1.69397 -0.4 -0.4 0.5 -1.237
H 1.35708 -4.84671 5.48714 0.1 -0.1 -0.2 0.376
H -1.09735 -3.90935 -4.34136 0.0 0.2 0.2 0.277
H -3.91375 1.05626 -1.63609 0.2 -0.3 0.1 0.458
H 7.06333 -0.41104 0.34586 -0.2 0.2 -0.1 0.307
H -1.33971 6.72192 -0.03490 0.1 0.0 0.1 0.392
H 0.19677 -0.04703 1.68159 -0.3 0.5 -0.2 0.556
H 2.39588 -5.11275 1.96158 -0.3 0.1 0.0 0.316
H 7.61326 1.04501 -0.55995 0.0 -0.2 0.2 0.362
H -4.12452 1.61260 3.11400 0.0 0.0 0.1 0.427
H -4.15185 3.92753 2.11051 0.0 -0.3 -0.1 0.441
H 2.26352 -4.72880 -0.21693 -0.2 0.1 -0.2 0.410
H -2.58886 0.41245 -0.65422 -0.1 -0.2 -0.2 -0.099
H 2.19278 -0.38653 -0.37921 0.1 0.1 -0.2 0.573
H 4.91379 4.67882 2.36621 -0.2 0.0 -0.3 0.364
H -2.85386 4.86385 -0.52985 0.0 0.2 0.2 0.276
H -2.90938 0.49400 -7.07850 0.1 0.0 0.2 0.338
H -0.93312 -4.38141 4.59351 0.2 -0.1 -0.2 0.357
H -3.42870 -3.72697 -2.50328 0.0 0.0 0.4 0.557
H 1.65207 -6.38650 4.66439 -0.1 0.3 -0.1 0.271
H -4.12848 2.62071 0.89267 0.0 0.1 0.1 0.166
H -0.15813 -0.54446 -1.03847 0.6 -0.1 0.3 0.579
H 1.58646 2.99768 -1.02457 -0.1 0.1 0.5 0.595
H -4.00146 -0.61268 -1.05196 0.4 0.1 -0.2 0.335
H -1.54249 1.53102 -6.67038 -0.1 0.0 0.0 0.322
H -3.44665 -3.96889 2.15636 0.4 0.3 0.2 0.313
H -3.15515 1.89939 -6.04320 0.1 0.0 0.0 0.366
H 0.72101 -4.98214 -1.04461 -0.1 0.2 0.3 0.264
H 0.25883 -3.19584 -3.44058 -0.3 0.1 -0.1 0.137
H -2.78483 0.29570 1.62197 0.1 0.2 0.1 -0.005
H -0.84085 -1.09539 -6.07535 -0.3 0.0 0.1 0.375
H 7.78681 0.98828 1.20898 0.0 -0.2 -0.2 0.422
H 1.30847 -3.33628 -0.76171 0.0 -0.2 0.0 0.196
H -1.80150 0.46697 3.06450 -0.1 0.0 -0.1 0.516
H 2.71149 -5.00447 4.34899 -0.2 -0.1 0.2 0.374
H -2.94460 -4.98700 -0.09200 0.1 0.1 -0.1 0.641
H -0.11721 5.10328 -1.27548 -0.1 -0.1 0.2 0.355
H 0.89563 5.34936 0.13114 -0.3 -0.1 -0.1 0.096
H 0.53762 -1.68449 0.40756 -0.1 0.7 -0.2 0.564
H -2.80021 -2.39130 2.73052 0.0 -0.5 -0.2 0.060
H -3.18580 1.59378 -3.68669 -0.1 -0.4 -0.1 0.294
H -2.92698 -3.76371 3.84762 -0.1 0.1 -0.4 0.425
H 0.11533 -2.95637 -5.19150 -0.2 0.0 0.4 0.403
H 3.48915 4.94033 1.28837 0.2 -0.1 0.1 0.189
H -3.28058 5.54889 1.07596 0.2 0.0 -0.3 0.415
H -0.87979 5.99639 1.52207 -0.2 0.0 -0.2 0.293
H 5.15900 5.21867 0.68698 -0.2 0.0 0.2 0.457
H -2.74349 2.59570 3.62937 -0.1 0.0 -0.2 0.318
```
Forces are in eV/Å.

The SMILES is CN1C(=O)C(=Cc2cc3c4c(c2)CCCN4CCC3)C(=O)N(C)C1=S.C=C1N(c2c(C)cc(C)cc2C)C=CN1c1c(C)cc(C)cc1C. The calculation puts the gap between HOMO and LUMO at 6.0 eV. As for the total energy: -2412.98847 hartree.